Entry 1:
The following is a quantum chemistry calculation of C7H8O in the gas phase in a non-equilibrium geometry, from the OMol25 dataset.

```
16
Properties=species:S:1:pos:R:3:forces:R:3
C -2.029 -0.227 -0.361 -0.17 -0.62 0.61
C -1.250 -1.288 -0.168 3.78 -0.34 -0.33
C 0.015 -0.711 0.535 1.91 0.03 0.29
O 1.443 -1.058 0.010 -3.77 -1.81 1.28
C 2.072 0.100 -0.216 -0.18 2.86 -3.56
C 1.008 1.249 -0.096 4.39 -0.34 -2.13
C -0.115 0.790 0.257 -0.02 -3.17 1.76
C -1.486 1.103 0.133 -1.62 -0.28 -1.68
H -3.037 -0.303 -0.613 -1.48 -0.03 -1.05
H -1.042 -2.321 -0.619 -1.58 1.46 0.95
H 0.111 -0.865 1.654 -0.49 -0.42 -1.17
H 2.621 0.080 -1.292 -1.36 0.29 1.99
H 2.829 0.357 0.440 1.94 -0.03 1.82
H 1.311 2.152 -0.546 -0.16 1.32 -0.13
H -2.013 1.382 0.983 -0.76 0.59 1.94
H -1.621 1.889 -0.583 -0.42 0.49 -0.58
```
Positions in Å, forces in eV/Å.

For the energy above the lowest of the compared OMol25 structures with the same formula, charge and spin, the calculation gives 3.5416 eV. The total energy comes out at -346.645360 a.u. Its SMILES is C1=C[C@H]2OCC=C2C1. Its molecular weight is 108.14 Da. The LUMO energy comes out at 1.0 eV.



Entry 2:
The following is a quantum chemistry calculation of C23H28BrN5O5 in the gas phase in a non-equilibrium geometry, from the OMol25 dataset.

```
62
Properties=species:S:1:pos:R:3:forces:R:3
N 0.767 0.929 3.078 0.10 0.28 0.42
C 0.812 0.127 1.998 -0.49 -0.02 0.18
O 1.868 -0.266 1.539 0.39 -0.07 -0.16
C -0.544 -0.281 1.440 0.08 -0.09 -0.35
C -0.586 -0.296 -0.097 -0.10 0.00 0.02
N 0.457 -1.168 -0.600 0.10 0.16 0.28
C 0.243 -2.124 -1.518 0.56 -0.06 -0.10
O -0.815 -2.284 -2.092 -0.49 -0.14 -0.30
C 1.471 -3.007 -1.752 -0.33 0.02 -0.06
C 1.732 -3.788 -0.498 0.22 -0.14 0.09
C 0.985 -4.929 -0.225 0.08 0.10 -0.02
C 1.166 -5.631 0.952 0.02 -0.05 0.14
C 2.104 -5.181 1.865 0.04 -0.10 0.20
Br 2.357 -6.138 3.497 -0.03 0.12 -0.20
C 2.859 -4.049 1.618 -0.01 -0.09 0.16
C 2.668 -3.357 0.436 -0.08 -0.15 -0.12
C -0.466 1.068 -0.739 -0.08 0.17 0.14
C -0.674 1.161 -2.127 0.06 0.27 0.02
C -0.571 2.355 -2.785 -0.01 -0.16 -0.01
C -0.258 3.557 -2.115 0.35 0.02 0.57
N -0.094 4.721 -2.793 0.39 0.58 0.04
C -0.993 5.119 -3.846 -0.45 0.12 0.02
C -2.309 5.625 -3.219 0.24 -0.23 -0.16
N -2.830 4.614 -2.320 -0.26 0.21 -0.01
C -3.801 3.729 -2.937 -0.05 -0.22 0.27
C -4.132 2.591 -1.970 0.06 -0.04 -0.38
O -4.620 3.083 -0.744 -0.23 0.01 0.03
C -3.681 3.946 -0.150 0.14 0.37 0.10
C -3.352 5.127 -1.065 -0.09 -0.28 0.21
C -0.041 3.453 -0.719 -0.17 -1.01 -0.83
N 0.180 4.573 0.108 -0.02 0.56 0.57
O 0.062 4.433 1.316 0.08 0.15 0.06
O 0.453 5.660 -0.402 0.08 0.14 0.09
C -0.147 2.216 -0.064 -0.08 -0.15 -0.08
H -0.089 1.299 3.452 0.00 -0.06 -0.09
H 1.635 1.229 3.492 -0.02 -0.04 -0.05
H -1.334 0.366 1.821 -0.02 -0.01 0.05
H -0.734 -1.300 1.790 -0.01 0.06 0.02
H -1.539 -0.737 -0.423 0.22 0.08 0.15
H 1.344 -1.083 -0.114 -0.09 -0.10 -0.10
H 1.252 -3.672 -2.587 0.01 0.12 0.01
H 2.324 -2.375 -2.002 0.03 -0.02 -0.03
H 0.249 -5.267 -0.939 -0.09 -0.04 -0.10
H 0.585 -6.516 1.160 -0.03 -0.06 0.02
H 3.586 -3.708 2.339 0.05 0.01 0.06
H 3.259 -2.473 0.248 0.06 0.12 -0.04
H -0.913 0.261 -2.674 -0.03 -0.13 -0.12
H -0.715 2.378 -3.853 -0.02 0.03 -0.12
H 0.176 5.494 -2.185 -0.05 -0.39 -0.20
H -1.194 4.280 -4.511 0.04 0.07 -0.08
H -0.523 5.918 -4.422 -0.03 -0.11 -0.09
H -3.021 5.887 -4.013 -0.05 0.08 0.04
H -2.089 6.530 -2.646 -0.03 0.00 -0.03
H -3.376 3.311 -3.851 -0.03 -0.04 -0.07
H -4.730 4.270 -3.191 0.05 -0.04 -0.05
H -4.919 1.956 -2.380 0.09 0.00 -0.03
H -3.227 1.991 -1.797 -0.10 0.04 -0.03
H -4.129 4.297 0.781 0.08 0.00 -0.02
H -2.757 3.392 0.074 -0.04 0.07 0.01
H -2.596 5.754 -0.589 0.00 0.03 0.02
H -4.266 5.726 -1.219 0.03 0.02 0.04
H 0.034 2.222 0.998 -0.03 0.01 0.02
```
Positions in Å, forces in eV/Å.

The total energy comes out at -4117.200624 a.u. Its SMILES is NC(=O)C[C@H](NC(=O)Cc1ccc(Br)cc1)c1ccc(NCCN2CCOCC2)c([N+](=O)[O-])c1. Its molecular weight is 534.41 Da. The LUMO energy comes out at -0.5 eV.



Entry 3:
The following is a quantum chemistry calculation of a molecular structure, C10H16Cl5O10Y in a non-equilibrium geometry, from the OMol25 dataset.

```
42
Properties=species:S:1:pos:R:3:forces:R:3
Y 3.883 -0.582 2.142 -1.92 -1.37 -2.28
Cl 0.273 0.503 0.951 -7.37 -1.50 2.78
O -0.827 -0.393 0.606 0.93 1.24 -1.43
O 1.436 -0.217 0.936 7.62 -3.50 -0.41
O 0.390 1.638 0.147 -0.19 1.87 -0.99
O 0.020 0.753 2.348 0.30 2.27 0.93
C -0.541 3.677 4.015 -0.19 -1.71 -1.96
C -0.941 4.098 2.584 2.73 -1.23 0.83
O -2.080 4.850 2.863 -2.05 3.22 1.22
C -1.941 5.431 4.091 2.86 -5.75 -2.05
O -2.718 6.252 4.563 -1.09 1.68 0.55
O -1.014 4.793 4.796 -0.87 1.96 0.12
H 0.515 3.422 4.099 -0.03 0.90 0.52
H -1.075 2.760 4.265 -0.29 0.27 0.54
H -1.114 3.265 1.903 -0.61 -0.02 0.36
H -0.122 4.642 2.112 -0.36 0.74 -0.01
C 3.518 -5.101 -1.850 -0.41 -0.97 -0.46
C 3.752 -3.939 -2.796 1.25 -0.84 -0.86
O 3.422 -2.816 -2.000 -0.81 0.78 2.41
C 3.386 -3.175 -0.664 1.40 -2.08 -4.28
O 3.368 -2.343 0.209 0.19 1.35 2.36
O 3.566 -4.503 -0.574 -0.49 2.94 2.40
H 4.268 -5.888 -1.768 -0.11 0.06 -0.73
H 2.504 -5.492 -1.939 0.35 -0.31 -0.28
H 3.239 -3.995 -3.756 -0.75 0.21 0.47
H 4.792 -3.823 -3.102 0.24 -0.07 0.34
Cl -0.143 -3.017 -5.278 0.37 -0.05 -0.05
C -0.849 -2.401 -3.804 0.30 -0.04 2.31
C 0.087 -2.520 -2.480 -1.18 1.14 -1.73
Cl 0.385 -4.154 -1.960 0.02 -0.84 0.02
H -1.792 -2.921 -3.634 0.19 -0.23 0.08
H -1.126 -1.353 -3.922 0.37 0.08 -0.12
H -0.394 -2.053 -1.620 -0.25 0.23 -0.30
H 1.036 -2.012 -2.649 -0.02 -0.15 -0.14
Cl -5.218 1.561 1.082 0.51 0.16 -0.80
C -3.579 2.238 0.854 0.28 0.33 0.41
C -2.950 1.913 -0.480 -0.34 -0.81 0.46
Cl -4.027 2.382 -1.783 -0.65 0.25 -0.04
H -2.955 1.834 1.651 -0.06 -0.21 0.13
H -3.619 3.317 1.001 -0.39 -0.01 -0.11
H -2.764 0.845 -0.592 0.26 0.17 -0.01
H -2.052 2.526 -0.570 0.27 -0.14 -0.25
```
Positions in Å, forces in eV/Å.

Its charge is +3. The total energy comes out at -3480.712896 a.u. Its molecular weight is 562.40 Da. Its expectation value of S² is 1.7608. As for the spin multiplicity: 2. The LUMO energy (spin up / spin down) comes out at -10.5 / -14.3 eV.